No. 1
Formula: C30H79N9O11
Source: OMol25
Level of theory: ωB97M-V/def2-TZVPD

XYZ file:
```
129
Properties=species:S:1:pos:R:3:forces:R:3:mulliken_charge:R:1
C -4.6070 4.1695 2.4926 0.294 -0.179 -0.100 -0.727
O -4.5896 3.1019 1.5464 -1.462 1.280 -0.776 -0.376
C -3.5878 2.1405 1.6839 -0.070 -1.071 0.816 -0.595
C -4.0798 0.8311 0.9115 -0.337 0.074 -1.225 0.335
C -3.2990 -0.4904 0.9441 1.136 0.233 1.237 -1.351
N -4.1896 1.1703 -0.5391 0.863 1.078 0.869 -0.495
H -4.7305 3.7610 3.4956 0.107 0.075 0.173 0.341
H -5.3963 4.8980 2.3072 -0.532 -0.669 -0.375 0.287
H -3.7387 4.8266 2.4446 0.668 -0.430 0.058 0.206
H -2.6425 2.6404 1.4728 0.481 -0.645 -0.734 0.069
H -3.5441 1.9157 2.7496 0.209 -0.586 0.259 0.694
H -5.0726 0.6751 1.3336 -0.172 0.006 0.218 0.111
H -3.7743 -1.4503 0.7420 -0.998 0.554 -0.993 0.561
H -2.9348 -0.8181 1.9178 0.445 0.843 0.456 0.417
H -2.4368 -0.3508 0.2921 0.097 -0.293 0.023 0.041
H -4.6700 0.5630 -1.1876 -0.277 -0.079 0.561 0.189
H -4.4874 2.1340 -0.5892 -0.488 -0.199 -0.438 0.173
C -4.4370 -3.8273 3.0609 -1.757 -0.495 0.773 -0.530
O -5.3193 -4.9104 2.5520 1.151 3.802 -1.573 -0.385
C -4.9558 -6.2111 2.7134 1.220 -1.597 1.308 -0.707
C -3.4764 -6.5901 2.4872 -0.909 -0.357 0.074 -0.455
N -3.2174 -6.4075 1.0789 0.641 -0.072 -0.924 -0.404
C -1.8032 -6.6576 0.7287 -0.022 0.846 0.313 -0.589
C -1.3679 -5.7778 -0.5017 -0.755 -1.414 2.022 -0.702
O -1.5824 -4.4573 -0.0512 -0.252 0.598 -0.857 -0.364
C -2.2805 -3.6241 -0.9684 -0.736 0.408 0.473 -0.574
H -3.3517 -3.8701 2.9692 -0.074 -0.663 -0.441 0.193
H -4.6822 -3.7077 4.1162 0.344 -0.303 0.352 0.407
H -4.7855 -2.8716 2.6694 -0.089 -0.335 -0.677 0.151
H -5.4515 -6.8430 1.9765 -0.586 0.261 0.117 0.308
H -5.2932 -6.4189 3.7288 0.265 -1.074 0.263 0.429
H -3.3580 -7.6480 2.7214 -0.162 -0.147 0.126 0.477
H -2.7767 -6.0710 3.1422 0.155 0.385 0.146 0.128
H -3.3811 -5.4243 0.9158 -0.072 0.225 -0.314 0.273
H -1.5806 -7.7189 0.6179 -0.232 -0.054 -0.356 0.367
H -1.2827 -6.3413 1.6326 0.989 0.160 -0.141 0.249
H -2.0462 -6.0877 -1.2966 0.119 0.419 -0.402 0.400
H -0.3185 -5.9182 -0.7608 -0.032 -0.157 -0.127 0.383
H -3.2196 -4.1028 -1.2461 0.043 -0.073 -0.368 0.464
H -1.7109 -3.2768 -1.8304 0.251 -0.484 -0.213 0.218
H -2.5524 -2.7102 -0.4402 0.079 -0.091 0.160 -0.038
C 6.3139 3.3633 0.1613 1.260 -0.214 -0.572 -1.075
O 5.0323 3.0295 0.5338 -1.760 -0.556 0.803 0.236
C 4.8783 2.7701 1.9390 0.472 1.658 0.862 -0.925
C 3.5131 2.2092 2.3531 -0.534 -1.968 -3.393 -0.542
N 2.3970 2.6818 1.4560 -0.144 1.163 1.056 -0.048
C 2.0913 4.1387 1.5998 -0.110 -1.245 0.657 -0.533
C 0.6804 4.4113 1.0225 0.269 1.536 0.627 0.147
O 0.0614 5.5494 1.6814 0.470 -0.134 0.143 -0.474
C -1.0939 6.0521 1.0152 0.866 -1.245 -0.272 -0.389
H 6.9686 2.4919 0.1772 0.403 -0.236 0.830 0.390
H 6.7253 4.2005 0.7252 0.133 -0.015 0.228 0.323
H 6.4231 3.5997 -0.8971 -0.952 0.447 -0.131 0.251
H 4.9206 3.6990 2.5078 0.196 0.876 -0.340 0.477
H 5.7865 2.3041 2.3212 -0.214 -1.026 -0.004 0.607
H 3.2675 2.1299 3.4121 0.092 1.121 -0.003 0.530
H 3.4870 1.1511 2.0928 0.384 -0.403 -0.005 -0.039
H 2.6197 2.6050 0.4738 0.701 -0.676 -0.104 -0.270
H 2.9092 4.7303 1.1885 -0.241 0.342 -0.340 0.200
H 2.1534 4.2489 2.6824 -0.640 0.694 0.089 0.477
H 0.1060 3.4950 1.1585 -0.268 0.010 -0.102 0.039
H 0.7030 4.7431 -0.0156 0.291 -0.699 -0.431 0.045
H -1.8196 5.2389 1.0030 -0.816 0.319 0.513 -0.058
H -0.9314 6.1864 -0.0542 0.486 0.439 -0.262 0.305
H -1.3760 7.0018 1.4698 -0.239 -0.388 0.117 0.356
C -3.0548 4.4159 -2.0567 1.338 1.002 -0.929 -0.528
O -1.7746 3.9586 -2.5799 -0.367 1.592 1.726 -0.299
C -1.9319 2.6941 -3.0763 3.147 -2.612 0.874 -0.397
C -0.5807 1.8460 -2.7387 -0.795 -0.795 -0.661 -0.292
N 0.7046 2.4301 -3.1165 -0.592 -0.084 0.632 -0.234
C 1.8456 1.7331 -2.4735 -1.285 -0.093 0.767 2.823
C 3.0808 2.5175 -2.5933 1.230 0.810 -1.672 -1.079
O 3.2795 3.5949 -1.7083 0.795 -2.247 2.040 -0.070
C 2.9409 4.8469 -2.1130 -0.879 0.659 -0.063 -0.826
H -3.5471 4.5993 -3.0117 -1.260 0.148 0.644 0.369
H -2.9057 5.3379 -1.4947 0.267 0.251 -0.438 0.198
H -3.5488 3.7829 -1.3195 0.116 -0.651 -0.539 0.021
H -1.9985 2.6480 -4.1633 -0.724 0.166 -0.116 0.242
H -2.7040 2.2356 -2.4585 -0.253 -0.748 -0.851 0.296
H -0.5747 0.9028 -3.2850 -0.738 -0.269 -0.400 -0.153
H -0.5578 1.4656 -1.7174 -0.305 0.602 0.621 0.216
H 0.5921 3.4018 -2.8650 0.766 0.238 0.287 0.305
H 1.9187 0.6928 -2.7909 0.205 0.325 -1.294 -1.614
H 1.7961 1.4278 -1.4283 -0.982 0.773 0.967 -0.338
H 3.0418 2.9772 -3.5808 0.451 -0.247 -0.571 0.577
H 3.9503 1.8651 -2.5129 0.087 0.015 0.001 0.193
H 2.9884 5.4904 -1.2346 -0.051 0.114 -0.027 0.252
H 1.9036 4.7590 -2.4364 -0.081 1.075 -0.531 0.244
H 3.6361 5.2369 -2.8564 -0.194 0.130 -0.431 0.285
C 5.0541 -0.2612 -0.2765 -0.017 -0.017 -0.788 -0.722
O 4.0222 -0.9028 -1.0001 -0.141 -0.569 -0.490 -0.118
C 3.9583 -2.3487 -0.9600 0.113 2.113 1.537 -0.874
C 2.8042 -2.7761 -1.8434 -0.394 -1.714 -1.098 -0.865
N 1.8818 -1.7613 -2.2970 -0.727 1.301 -0.434 0.447
C 0.9823 -2.1557 -3.4315 1.255 0.918 -0.516 -0.769
C 1.7637 -2.0789 -4.7759 -0.303 -1.629 0.077 -0.907
O 2.4360 -0.8757 -5.0820 -1.317 0.555 0.447 -0.322
C 1.5868 0.1316 -5.7114 0.624 0.169 0.008 -0.739
H 6.0216 -0.6507 -0.5931 0.243 -0.263 0.329 0.410
H 4.9081 -0.3040 0.8028 0.067 -0.193 0.113 0.301
H 5.0396 0.7784 -0.6038 -0.164 0.056 0.249 -0.057
H 3.7593 -2.6112 0.0790 -0.436 -0.113 0.314 0.414
H 4.9428 -2.8007 -1.0807 0.032 -0.064 -1.027 0.479
H 2.2250 -3.4901 -1.2580 0.087 -0.506 -0.189 0.280
H 3.1328 -3.2605 -2.7629 0.647 -0.689 0.259 0.724
H 2.4879 -1.1018 -2.7637 0.079 0.740 0.356 -0.204
H 0.1926 -1.4307 -3.6288 -0.348 0.109 1.104 0.088
H 0.5604 -3.1474 -3.2681 -0.018 -0.014 -0.158 0.588
H 1.0964 -2.3633 -5.5896 -0.296 0.120 -0.155 0.441
H 2.4588 -2.9167 -4.7201 0.737 0.358 -0.337 0.447
H 1.9966 1.1148 -5.4803 0.429 -0.183 -0.178 0.217
H 0.5502 0.2687 -5.4037 -0.124 -0.873 0.659 0.311
H 1.5547 -0.0358 -6.7880 0.227 -0.039 -0.075 0.387
N -0.5349 -3.5642 4.3060 -0.612 -2.814 -3.601 -0.210
C -0.5668 -2.9819 5.4833 1.124 0.657 0.760 0.478
N -0.2467 -1.6788 5.3595 0.259 2.894 0.394 -0.312
O -0.7109 -3.5941 6.5145 -0.325 -0.255 1.306 -0.692
H -0.6373 -4.5655 4.2228 -0.171 0.224 0.630 0.119
H -0.5441 -3.1163 3.4008 0.224 0.745 0.316 0.203
H -0.1682 -1.2066 4.4701 -0.056 -0.639 -0.305 0.294
H 0.0524 -1.0644 6.1033 -0.463 -0.801 0.380 0.179
N 0.2343 -2.3907 0.3215 -0.887 -3.637 -3.654 0.223
C 0.3484 -1.4808 1.2065 1.763 1.549 2.798 0.855
N 1.4184 -0.7194 0.9805 1.796 0.979 -0.882 0.043
O -0.2220 -1.4269 2.2670 -2.765 0.307 1.999 -0.702
H 0.9407 -2.4150 -0.3999 -0.747 0.106 -0.287 -0.238
H -0.5019 -3.0808 0.2776 0.360 -0.111 0.568 0.160
H 1.9284 -1.1071 0.1997 0.589 1.633 -0.134 -0.087
H 1.4891 0.2379 1.2946 0.113 -0.147 -0.058 -0.077
```
Forces are in eV/Å.

Summary:
- charge = 0
- spin multiplicity = 1
- SMILES string = COC[C@H](C)N.COCCNCCOC.COCCNCCOC.COCCNCCOC.COCCNCCOC.NC(N)=O.NC(N)=O
- frontier orbital gap (eV) = 9.35

=====

No. 2
Formula: C18H28N3Sc
Source: OMol25
Level of theory: ωB97M-V/def2-TZVPD

XYZ file:
```
50
Properties=species:S:1:pos:R:3:forces:R:3:nbo_charge:R:1
Sc -0.2401 -0.3407 0.1319 0.191 -0.103 -0.719 2.193
C -1.8191 -3.1022 -0.4850 0.007 -0.055 -0.130 -0.424
N -1.9705 -1.8965 0.3701 0.167 -0.037 0.033 -0.573
C -3.2305 -1.2197 -0.0249 0.026 0.158 -0.133 -0.444
C -2.0642 -2.3422 1.7831 0.071 0.160 0.175 -0.246
C -1.9350 -1.1792 2.7508 -0.080 -0.185 -0.204 -0.246
N -0.6885 -0.4005 2.5128 -0.203 0.006 0.075 -0.577
C -0.8341 0.9069 3.2001 0.046 0.129 -0.039 -0.423
C 0.4435 -1.1362 3.1357 0.039 -0.008 -0.176 -0.440
H -2.6154 -3.8198 -0.2705 0.008 0.017 0.050 0.223
H -0.8590 -3.5852 -0.2989 0.006 0.002 0.043 0.214
H -1.8749 -2.8229 -1.5336 0.034 0.059 0.013 0.245
H -4.0822 -1.8911 0.1102 0.010 -0.010 0.062 0.234
H -3.1800 -0.9393 -1.0764 0.044 -0.009 0.036 0.246
H -3.4025 -0.3233 0.5744 -0.001 -0.008 0.002 0.208
H -1.2788 -3.0787 1.9594 -0.020 -0.029 -0.038 0.219
H -3.0205 -2.8430 1.9579 0.014 -0.069 -0.034 0.238
H -1.9498 -1.5645 3.7741 -0.018 0.076 0.043 0.235
H -2.7871 -0.5086 2.6446 0.037 0.048 0.034 0.225
H -0.9878 0.7630 4.2727 -0.011 -0.034 -0.005 0.226
H -1.6910 1.4511 2.8037 0.001 -0.034 -0.042 0.223
H 0.0562 1.5174 3.0646 0.039 -0.027 -0.011 0.217
H 0.3425 -1.1426 4.2234 -0.023 -0.021 0.006 0.238
H 1.3984 -0.6732 2.8896 -0.013 0.024 0.018 0.213
H 0.4655 -2.1697 2.7901 0.012 0.000 0.001 0.220
C 4.5559 4.1451 -0.2103 0.077 0.057 0.024 -0.661
C 3.5118 3.0887 -0.1237 -0.167 -0.174 0.034 0.134
C 2.8041 2.6351 -1.2359 0.118 0.109 0.054 -0.235
C 1.8426 1.6598 -1.1041 -0.054 -0.043 -0.144 0.074
N 1.5133 1.0957 0.0818 -0.085 -0.080 0.036 -0.702
C 2.2142 1.5262 1.1566 0.044 0.002 0.114 0.052
C 3.1911 2.4871 1.0991 0.000 0.010 -0.062 -0.232
H 4.7616 4.4321 -1.2381 0.007 0.000 0.004 0.244
H 5.4787 3.8000 0.2586 0.012 0.005 -0.036 0.257
H 4.2368 5.0311 0.3431 -0.021 -0.001 -0.022 0.260
H 3.0073 3.0439 -2.2165 -0.017 -0.032 -0.012 0.253
H 1.3170 1.3007 -1.9781 -0.067 -0.005 0.040 0.241
H 1.9876 1.0677 2.1082 -0.048 0.002 0.004 0.196
H 3.7115 2.7705 2.0043 -0.017 -0.011 0.012 0.251
C -0.6457 -0.5618 -4.8148 0.002 0.009 0.019 -0.166
C -1.4224 0.3421 -4.1028 -0.049 0.084 0.012 -0.216
C -1.3369 0.3867 -2.7182 0.038 -0.012 0.119 -0.175
C -0.4744 -0.4646 -2.0095 -0.257 0.087 0.602 -0.725
C 0.2954 -1.3701 -2.7568 0.041 0.038 0.223 -0.237
C 0.2143 -1.4187 -4.1411 0.072 -0.056 0.001 -0.185
H -0.7097 -0.5975 -5.8941 -0.006 -0.010 0.003 0.243
H -2.0952 1.0127 -4.6213 0.015 -0.017 -0.029 0.238
H -1.9578 1.1118 -2.1936 -0.014 -0.003 -0.015 0.198
H 0.9824 -2.0568 -2.2635 0.005 -0.023 -0.016 0.208
H 0.8219 -2.1268 -4.6894 -0.016 0.015 -0.025 0.239
```
Forces are in eV/Å.

Summary:
- charge = +2
- spin multiplicity = 1
- frontier orbital gap (eV) = 7.31

=====

No. 3
Formula: N2O6S4Y
Source: OMol25
Level of theory: ωB97M-V/def2-TZVPD

XYZ file:
```
13
Properties=species:S:1:pos:R:3:forces:R:3:nbo_charge:R:1
N 1.5764 -3.1853 -0.4220 -1.923 0.099 0.760 -0.845
S 0.2009 -3.1558 0.2027 1.595 -0.541 -0.747 1.479
O -0.2766 -1.8263 0.7352 -0.138 0.104 0.114 -1.053
Y 0.1601 0.2902 0.2659 0.656 -0.057 -0.124 2.308
N -1.9374 3.0674 -0.2545 -1.827 -1.724 0.098 -0.896
S -2.5264 1.8296 -0.9263 1.365 2.133 -0.333 1.558
O -1.5546 0.6937 -1.0785 -0.666 -0.182 0.397 -0.986
S -0.7520 2.9024 1.0849 0.090 -1.021 -0.502 1.746
O 0.4706 2.5403 0.2498 -0.183 -0.007 0.725 -1.026
O -1.2240 1.5593 1.6814 0.886 1.049 -0.631 -1.020
S 2.8044 -1.7951 -0.3435 2.707 -0.712 -2.573 1.689
O 3.6630 -2.0845 -1.5124 -1.730 0.571 2.413 -0.842
O 1.9155 -0.5857 -0.6657 -0.833 0.287 0.403 -1.112
```
Forces are in eV/Å.

Summary:
- charge = +1
- spin multiplicity = 1
- frontier orbital gap (eV) = 6.92

=====

No. 4
Formula: C5H10O
Source: OMol25
Level of theory: ωB97M-V/def2-TZVPD

XYZ file:
```
16
Properties=species:S:1:pos:R:3:forces:R:3:nbo_charge:R:1
C 1.9333 0.1896 0.0086 -0.129 -0.069 0.013 -0.603
C 0.4261 0.4525 0.1998 -0.264 -0.050 -0.174 -0.243
C -0.4137 0.0145 -1.0062 0.050 0.065 -0.328 -0.427
C -1.8350 -0.1691 -0.4792 0.081 0.157 -0.302 -0.062
O -1.6670 -0.5783 0.8650 0.063 0.067 0.134 -0.534
C -0.3237 -0.3400 1.2843 0.389 0.033 0.317 -0.067
H 2.2813 0.6977 -0.9006 -0.133 -0.105 0.140 0.212
H 2.5637 0.5669 0.8229 -0.323 -0.047 0.014 0.213
H 2.1603 -0.8762 -0.1091 -0.164 0.083 0.018 0.205
H 0.3197 1.5371 0.3623 -0.248 -0.293 0.022 0.198
H -0.3551 0.7438 -1.8072 0.002 -0.072 -0.313 0.215
H -0.0353 -0.9575 -1.3453 -0.007 0.170 -0.140 0.201
H -2.4047 -0.9344 -1.0280 0.239 0.120 0.165 0.182
H -2.4316 0.7555 -0.5219 0.220 -0.032 0.043 0.161
H -0.3711 0.2139 2.2187 0.126 -0.131 0.242 0.184
H 0.1528 -1.3158 1.4356 0.098 0.105 0.149 0.167
```
Forces are in eV/Å.

Summary:
- charge = 0
- spin multiplicity = 1
- SMILES string = C[C@H]1CCOC1
- frontier orbital gap (eV) = 10.61